DFT (ωB97M-V/def2-TZVPD) results for a molecular structure, C23H35ClN2O3Rh at a distorted geometry.

```
65
C23H35ClN2O3Rh, DFT ωB97M-V/def2-TZVPD
Rh -0.0612 0.2294 -0.0115
Cl -2.1425 -0.8252 0.2126
N 0.6777 -1.1412 1.3631
N -1.1100 1.6363 -1.1184
C 1.5844 -2.0317 1.0464
C -1.1242 1.6380 -2.4204
C 0.2623 -1.3686 2.7657
C 1.4622 -2.1516 3.2898
C -0.9579 -2.2667 2.8424
C -0.0125 -0.0658 3.4887
H -0.7361 -3.2562 2.4149
H -1.7911 -1.8208 2.2842
H -1.2288 -2.3875 3.8998
H 0.8930 0.5469 3.5292
H -0.3263 -0.3001 4.5122
H -0.8189 0.4855 2.9900
C -1.9408 2.7468 -0.5998
C -2.6069 3.2482 -1.8790
C -1.0564 3.8117 0.0253
C -2.9665 2.2816 0.4176
H -3.5497 1.4502 0.0139
H -3.6309 3.1250 0.6409
H -2.4824 1.9561 1.3437
H -0.3912 4.2322 -0.7380
H -0.4444 3.3837 0.8251
H -1.6927 4.6107 0.4246
O -1.9639 2.5076 -2.9712
H -2.4498 4.3175 -2.0692
H -3.6774 3.0208 -1.9236
O 2.0717 -2.7181 2.0713
H 1.2147 -2.9914 3.9489
H 2.2086 -1.5047 3.7742
C 2.0531 -2.3211 -0.3318
C -0.3111 0.7523 -3.2956
C -0.3307 -0.6113 -2.6988
H 0.7230 1.1466 -3.2538
H -0.6888 0.7990 -4.3144
C 0.4206 -0.8278 -1.4974
C 0.8648 -2.1577 -1.2192
H 1.1759 0.2787 -0.9310
C 0.0618 -3.1983 -1.6536
C -0.9553 -2.9220 -2.5787
C 0.2423 -4.5750 -1.0712
C -1.1349 -1.6500 -3.1389
H -1.6066 -3.7368 -2.9039
C -2.2189 -1.3697 -4.1445
H -2.7503 -2.3050 -4.3719
H -1.8080 -0.9596 -5.0747
H -2.9462 -0.6474 -3.7492
H 1.2706 -4.9349 -1.1977
H -0.4454 -5.2692 -1.5708
H 0.0139 -4.5844 0.0053
H 2.5030 -3.3147 -0.3673
H 2.8144 -1.5554 -0.5750
C 3.8007 1.6182 0.6476
C 2.4295 1.7549 1.3186
C 2.3931 2.9498 2.2722
O 1.3959 1.9014 0.4179
H 3.9551 2.4509 -0.0488
H 3.8574 0.6771 0.0925
H 4.5945 1.6273 1.4026
H 2.2993 0.8468 1.9413
H 2.4722 3.8790 1.6927
H 1.4344 2.9593 2.8049
H 3.2089 2.9005 2.9996
```

Its HOMO energy (spin up / spin down) is 0.1 / -4.2 eV. The spin multiplicity is 5. Its LUMO energy (spin up / spin down) is 2.890 / 2.147 eV. As for the net charge: -1. As for the frontier orbital gap (spin up / spin down): 0.102 / 0.234 Eh.



DFT (ωB97M-V/def2-TZVPD) results for a molecular structure, C23H35CrN7S.

```
67
C23H35CrN7S, DFT ωB97M-V/def2-TZVPD
Cr 0.2581 0.5243 -0.0181
C 2.5844 0.3183 -1.2963
C 1.4269 0.5850 -2.3567
N 0.1472 -0.0757 -1.9765
C -1.2041 0.3827 -2.3981
C -2.2162 0.2304 -1.2451
C -3.5952 0.1073 -1.2872
C -4.2765 0.0889 -0.0698
C -3.6260 0.1990 1.1600
C -2.2471 0.3314 1.1420
C -1.2598 0.5797 2.3006
N 0.0737 0.0083 1.9800
C 1.3726 0.6240 2.3639
C 2.5496 0.2532 1.3606
N 2.1377 -0.2437 0.0116
N -1.6552 0.3178 -0.0454
H 3.0878 1.2644 -1.1139
H 3.3019 -0.3750 -1.7367
H 1.7675 0.2344 -3.3336
H 1.2333 1.6541 -2.4023
H 0.2124 -1.0872 -2.0532
H -1.5553 -0.1381 -3.2906
H -1.1338 1.4467 -2.6353
H -4.1344 0.0351 -2.2216
H -5.3541 -0.0106 -0.0796
H -4.1879 0.1914 2.0835
H -1.6642 0.2020 3.2415
H -1.1358 1.6628 2.3877
H 0.0760 -0.9992 2.1076
H 1.6696 0.3160 3.3694
H 1.2230 1.7003 2.3486
H 3.1631 -0.5196 1.8246
H 3.1652 1.1410 1.2377
H 2.1701 -1.2567 -0.0102
C 2.8640 3.8767 0.4922
C 1.5323 4.5200 0.2422
C 1.4226 5.8997 0.2277
C 0.2080 6.5362 0.0176
C -0.9163 5.7540 -0.1770
C -0.8604 4.3668 -0.1749
C -2.1169 3.5731 -0.3789
C 0.3800 3.7104 0.0301
N 0.4976 2.3633 0.0402
H 3.6467 4.6306 0.5658
H 3.1387 3.1876 -0.3128
H 2.8680 3.3052 1.4262
H 2.3177 6.4908 0.3879
H 0.1408 7.6152 0.0106
H -1.8788 6.2282 -0.3365
H -2.9737 4.2376 -0.4878
H -2.3226 2.9046 0.4629
H -2.0684 2.9543 -1.2798
S 0.2227 -2.8792 -0.0132
C 0.1548 -4.5793 0.0530
N 1.2224 -5.3018 0.4012
C 1.2389 -6.7594 0.4919
C 0.2077 -7.3339 -0.4625
C -1.1354 -6.6751 -0.2054
N -0.9769 -5.2240 -0.2409
H 2.0508 -4.7734 0.6136
H 1.0264 -7.0730 1.5173
H 2.2402 -7.1038 0.2393
H 0.1262 -8.4095 -0.3148
H 0.5170 -7.1579 -1.4942
H -1.5329 -6.9847 0.7648
H -1.8608 -6.9561 -0.9670
H -1.7549 -4.6362 -0.4875
```

Its HOMO energy (spin up / spin down) is -7.9 / -8.7 eV. The spin multiplicity is 4. The calculation puts the energy above the lowest of the compared OMol25 structures with the same formula, charge and spin at 234.0 kJ/mol. Its LUMO energy (spin up / spin down) is -2.252 / -2.445 eV. As for the net charge: +1. As for the frontier orbital gap (spin up / spin down): 0.209 / 0.230 Eh.



no.,electronic energy (eV)
1,-49068.43704
2,-74101.14685